320
Properties=species:S:1:pos:R:3:forces:R:3 method="wB97M-V/def2-TZVPD" homo_energy_ev=-7.5 energy_ev=-169098.7901 multiplicity=1 total_charge=0 gap_ev=8.0 relative_energy_kj_mol=1070.4 lumo_ha=0.0195
C 9.8710 1.0551 -6.6161 -2.443 -0.153 1.938
O 9.2280 0.6955 -5.3606 0.005 -0.455 1.490
C 7.7978 0.3980 -5.2655 2.327 -0.904 -1.220
C 7.4245 -0.2075 -3.8992 2.682 2.025 0.013
N 6.1258 -0.7192 -3.8339 -1.400 0.426 -1.543
C 5.9080 -1.9533 -4.5351 -2.083 -2.452 2.700
C 4.3637 -2.2557 -4.3896 0.292 0.385 -1.721
O 3.6993 -1.6374 -5.5140 -1.493 -0.098 0.590
C 2.2340 -1.6182 -5.4729 0.417 -0.685 -1.804
H 10.9279 1.1262 -6.3594 -0.156 -0.106 -0.460
H 9.4065 2.0209 -6.8148 0.559 0.226 -0.902
H 9.5678 0.2954 -7.3366 0.567 0.141 -0.462
H 7.6707 -0.4397 -5.9512 -0.637 0.246 -0.685
H 7.2624 1.2999 -5.5625 -0.524 -0.107 0.139
H 7.5478 0.6124 -3.1917 -0.070 -0.073 0.438
H 8.1738 -0.9541 -3.6359 0.012 -0.127 -0.060
H 5.5799 -0.1308 -4.4470 -0.636 1.057 0.477
H 6.2937 -2.7264 -3.8704 0.519 -0.259 -0.089
H 6.3114 -2.1994 -5.5173 -0.206 0.704 -0.366
H 3.8514 -1.8705 -3.5080 0.798 0.025 0.499
H 4.2518 -3.3399 -4.4019 -0.318 -0.167 -0.209
H 1.9384 -1.6499 -6.5215 0.180 0.543 -0.253
H 1.6897 -0.7686 -5.0607 0.806 0.334 0.543
H 1.6983 -2.5214 -5.1808 0.720 -0.420 0.963
C 7.1346 -7.4008 0.3625 -1.727 -0.892 -1.572
O 5.9825 -6.6811 0.8697 2.899 0.025 -0.620
C 6.1201 -6.6499 2.2660 -2.457 -0.033 -0.020
C 4.8327 -5.9810 2.7813 0.824 -0.757 1.438
N 4.6118 -4.5703 2.6161 -0.022 0.630 0.379
C 3.2816 -4.1914 3.1755 0.640 1.578 -0.528
C 2.8280 -2.6684 3.0938 0.640 -1.550 -0.967
O 2.3991 -2.4149 1.7285 -0.131 1.521 0.564
C 3.3911 -1.6563 1.0171 0.766 -1.734 -0.856
H 7.1465 -7.2226 -0.7128 0.497 0.533 0.029
H 6.8943 -8.4640 0.3641 -0.075 -0.364 0.498
H 8.1194 -7.3303 0.8243 -0.240 0.898 0.286
H 7.0846 -6.2958 2.6298 -0.088 0.517 -0.094
H 5.9906 -7.6889 2.5691 0.327 -0.284 0.578
H 4.8819 -6.2189 3.8439 -0.231 0.314 0.427
H 3.9907 -6.5816 2.4371 -0.205 -0.253 -0.471
H 4.6613 -4.3781 1.6258 -0.235 0.293 -0.215
H 3.2334 -4.4379 4.2362 0.179 -0.376 -0.055
H 2.5199 -4.7277 2.6096 -0.483 -0.166 0.274
H 3.5558 -1.8854 3.3066 0.371 -0.464 0.490
H 2.0228 -2.6062 3.8258 -0.431 0.289 -0.447
H 3.0971 -1.6072 -0.0313 -0.174 -0.088 0.013
H 4.2866 -2.2762 1.0592 0.352 -0.046 -0.332
H 3.7824 -0.6699 1.2660 -1.072 0.412 1.037
C -3.8624 5.1455 -0.8526 0.513 -0.570 1.280
O -4.7645 4.1240 -0.2874 1.219 2.183 -1.558
C -6.0810 4.5647 -0.5838 -0.504 -1.373 0.310
C -7.0026 3.8112 0.3714 -0.128 1.398 -0.441
N -7.2835 2.4163 0.0335 1.518 0.618 0.000
C -7.9434 2.1901 -1.2718 0.084 1.167 2.148
C -9.4104 2.5797 -1.2877 -0.208 -1.666 0.312
O -9.8099 3.9598 -1.3336 -0.107 -2.141 -0.637
C -11.1723 4.0590 -1.8116 1.458 1.836 -0.318
H -4.0468 6.1100 -0.3795 -0.420 0.099 -0.002
H -3.8496 5.2898 -1.9330 -0.647 -0.446 -0.167
H -2.8306 4.9345 -0.5713 -0.085 -0.573 0.083
H -6.3214 4.3155 -1.6173 0.034 0.407 -0.259
H -6.1884 5.6328 -0.3949 -0.020 0.107 -0.105
H -7.9073 4.4066 0.4948 -0.421 0.027 -0.248
H -6.4631 4.0035 1.2987 -0.097 -1.025 0.515
H -7.7752 2.0456 0.8341 -0.477 -0.464 -0.336
H -7.8594 1.1179 -1.4487 -0.232 -0.005 -0.226
H -7.4205 2.7116 -2.0735 0.172 -0.082 0.134
H -9.9587 2.0091 -0.5381 0.151 0.637 1.423
H -9.6659 1.7977 -2.0029 -1.225 1.293 -2.164
H -11.2553 5.1282 -2.0065 -0.272 0.160 0.126
H -11.9326 3.8349 -1.0635 0.097 -0.737 -0.194
H -11.2187 3.6358 -2.8150 -0.533 -0.711 0.333
C -0.4361 -0.1080 6.7406 0.753 1.541 -0.596
O -0.0819 1.3046 6.7381 -0.134 -1.384 -0.381
C -0.1008 2.0709 7.9137 -1.539 -1.901 -0.166
C 0.2266 3.4303 7.4874 1.542 1.619 -1.165
N 1.0318 4.1678 8.3823 0.970 2.348 1.397
C 2.2451 3.5505 8.8831 0.213 -0.715 1.444
C 3.1606 4.4877 9.6813 -0.313 0.762 0.372
O 2.5032 4.7691 10.9113 -0.800 0.944 0.319
C 3.1418 5.5569 11.9388 -0.803 -0.744 -0.882
H -0.0440 -0.4166 5.7716 -0.246 -0.378 0.125
H -1.5163 -0.2525 6.7577 -0.098 0.084 0.217
H 0.0751 -0.6875 7.5094 -0.038 0.131 0.257
H 0.4797 1.5983 8.7060 0.450 0.253 -0.032
H -1.1173 2.1646 8.2958 -0.437 -0.521 0.369
H -0.6812 3.9585 7.1957 0.058 0.270 0.278
H 0.8743 3.5227 6.6155 -0.410 -1.254 -0.840
H 0.5551 4.7461 9.0594 0.169 -0.340 0.225
H 2.8833 3.0704 8.1413 -0.381 0.179 -0.597
H 1.9394 2.7548 9.5624 0.416 -0.405 0.281
H 3.3362 5.3173 8.9965 -0.295 0.896 0.317
H 4.1674 4.2187 10.0007 0.200 -1.202 -0.653
H 4.1168 5.1174 12.1495 0.185 0.287 0.189
H 2.4735 5.4919 12.7974 0.200 -0.384 0.092
H 3.1710 6.6272 11.7346 0.416 0.024 -0.534
C -0.2942 0.7885 -14.1725 0.109 1.694 0.102
O -0.0186 1.1161 -12.8397 0.012 -0.898 1.673
C -0.5827 0.2192 -11.8724 -0.711 1.428 0.665
C -0.7808 1.0213 -10.5195 -0.025 -1.294 -0.386
N -1.6373 0.2908 -9.5415 0.807 1.073 -1.217
C -1.1012 -0.9942 -9.1749 -1.064 0.311 0.316
C -1.7467 -1.3273 -7.8220 1.883 -1.231 -0.193
O -0.8560 -0.8797 -6.7675 -1.287 0.200 -0.459
C -1.4164 -1.1512 -5.4834 0.034 -0.094 -0.792
H -1.2260 1.3084 -14.3947 -0.493 -0.607 -0.540
H -0.2912 -0.2715 -14.4266 0.066 0.013 0.057
H 0.4694 1.3821 -14.6752 0.091 -0.582 -0.698
H 0.0747 -0.6452 -11.7792 0.083 -0.089 0.290
H -1.5696 -0.1351 -12.1699 -0.196 -0.036 -0.336
H -1.2543 1.9912 -10.6716 0.288 -0.113 -0.420
H 0.2338 1.1587 -10.1455 0.102 0.341 0.328
H -1.7178 0.8444 -8.7005 0.131 0.362 0.003
H -0.0131 -1.0299 -9.1209 0.301 0.061 0.337
H -1.3935 -1.6487 -9.9961 -0.065 -0.646 0.359
H -1.7763 -2.4143 -7.7482 -0.373 -0.269 0.207
H -2.7593 -0.9286 -7.7604 0.032 0.242 0.178
H -0.6911 -0.7494 -4.7759 -0.368 -0.268 0.260
H -1.6222 -2.2174 -5.3880 0.622 -0.399 0.301
H -2.4207 -0.7475 -5.3552 0.048 0.794 0.018
C 5.9700 -3.6796 -1.2467 1.358 -1.884 -0.592
O 4.6877 -4.1212 -1.5513 -0.936 1.112 -0.233
C 4.5302 -5.4251 -2.1049 -0.866 0.544 1.221
C 3.5279 -6.1382 -1.1524 -0.121 1.234 -0.864
N 2.2010 -5.5094 -1.4392 0.005 -1.030 -0.329
C 1.2223 -5.7007 -0.4174 -1.192 -0.168 1.562
C -0.0033 -4.8000 -0.5064 1.634 0.648 0.533
O -0.7630 -4.9871 0.7143 1.071 -0.958 -2.466
C -2.0640 -4.5505 0.5095 -0.528 -0.112 1.235
H 6.6224 -3.9014 -2.0913 0.234 0.563 -0.580
H 6.3922 -4.4016 -0.5477 0.151 0.505 1.041
H 6.0806 -2.6279 -0.9825 -0.565 -0.212 0.152
H 5.4700 -5.9406 -2.3028 0.135 -0.039 0.395
H 4.0255 -5.2607 -3.0569 -0.026 -0.356 -0.204
H 3.7273 -5.9615 -0.0955 0.683 0.041 -0.003
H 3.6263 -7.2112 -1.3168 -0.841 -0.143 -0.186
H 2.2775 -4.5091 -1.5564 0.711 0.094 -0.077
H 1.5469 -5.5403 0.6107 0.835 0.194 0.302
H 0.7941 -6.7000 -0.3399 0.272 -0.455 -0.600
H -0.3890 -4.9327 -1.5172 -1.427 -0.505 0.323
H 0.2653 -3.7437 -0.4888 0.433 0.335 -0.069
H -2.4863 -4.8188 1.4779 -0.860 0.456 -0.116
H -2.6223 -5.0885 -0.2567 0.161 -0.030 -0.299
H -2.0413 -3.4750 0.3334 -0.499 0.199 -0.093
C 1.3364 2.5818 -6.1377 0.607 0.042 -0.111
O 2.0728 3.3579 -5.1786 0.875 -0.257 0.314
C 3.5403 3.0631 -5.1527 -1.654 -0.038 1.050
C 4.1417 3.5510 -3.7884 -0.144 0.903 -1.051
N 4.3376 5.0144 -3.7021 -1.527 -0.541 -1.210
C 4.7418 5.4230 -2.4034 0.987 0.339 0.566
C 4.3673 6.8771 -2.2196 -0.994 0.441 0.481
O 2.8850 7.1204 -2.3094 2.812 0.948 0.029
C 2.7641 8.5431 -2.4078 -1.793 -0.209 -0.257
H 1.6754 2.8195 -7.1461 0.154 -0.141 -0.158
H 0.2658 2.7860 -6.1471 0.113 0.490 0.507
H 1.4503 1.5137 -5.9527 0.215 -0.160 -0.002
H 3.9693 3.4374 -6.0822 0.301 0.492 0.289
H 3.6552 1.9797 -5.1882 -0.077 -0.259 0.071
H 5.1059 3.0823 -3.5920 0.131 -0.142 -0.410
H 3.5123 3.2632 -2.9463 -0.437 -0.480 -0.136
H 3.4113 5.4157 -3.6705 -0.602 -0.154 -1.172
H 5.8266 5.3238 -2.4406 0.280 0.208 0.911
H 4.3150 4.7921 -1.6237 -0.058 -0.068 0.430
H 4.8749 7.4807 -2.9720 -0.224 -0.040 -0.390
H 4.6514 7.3261 -1.2679 0.217 -0.464 0.255
H 1.6913 8.7335 -2.4360 -0.146 -0.025 -0.334
H 3.2011 8.9209 -3.3322 0.201 0.003 0.051
H 3.0577 9.1478 -1.5498 0.780 -0.472 0.263
C -7.1285 -5.2781 0.5588 0.988 0.599 -0.081
O -7.2143 -4.0379 1.2179 -0.546 0.616 0.951
C -6.2493 -3.7824 2.2560 -1.134 -0.662 -0.384
C -6.5642 -2.4408 2.8647 0.843 2.855 0.037
N -7.9370 -2.3716 3.4314 0.376 -1.979 -0.617
C -8.8911 -1.3101 3.1141 1.074 1.654 1.033
C -8.4509 0.0032 3.9266 -0.086 -0.686 -1.516
O -9.3076 1.0672 3.5796 0.311 1.858 -0.078
C -8.8815 2.3956 4.0754 -0.328 -1.371 -0.379
H -7.0017 -6.1364 1.2186 -0.655 -0.079 0.289
H -6.1958 -5.2619 -0.0051 0.086 -0.165 -0.585
H -7.9875 -5.3084 -0.1115 0.135 -0.418 0.160
H -5.2880 -3.9151 1.7596 0.526 0.383 0.603
H -6.3983 -4.4772 3.0826 0.274 -0.749 -0.124
H -6.3623 -1.6667 2.1244 -0.353 0.150 -0.206
H -5.8752 -2.1678 3.6640 0.459 -0.425 0.044
H -8.1406 -3.2016 2.8931 -2.306 -0.276 0.508
H -9.9241 -1.5561 3.3601 0.214 -0.467 0.330
H -8.9065 -1.0613 2.0530 0.176 0.327 -0.236
H -7.4530 0.1928 3.5310 0.435 0.266 0.154
H -8.3761 -0.0606 5.0121 -0.163 -0.671 0.109
H -9.0237 2.4232 5.1557 -0.185 0.188 0.024
H -9.4432 3.1673 3.5490 -0.480 -0.334 0.214
H -7.8454 2.6695 3.8763 0.385 -0.650 -0.169
C 4.6961 1.6157 -1.1160 -0.242 1.070 1.113
O 3.8272 2.2129 -0.1453 -1.253 -0.746 -0.917
C 4.3926 2.8807 0.9779 -0.965 -1.942 0.028
C 3.1924 3.2321 1.9136 1.753 2.086 1.569
N 3.6281 3.4269 3.3781 0.808 -1.720 -1.357
C 3.8180 2.0595 3.9908 -0.708 0.712 -0.603
C 4.0719 2.0988 5.4671 2.818 0.759 0.475
O 4.9127 0.9572 5.8691 -1.151 -0.334 1.092
C 5.2388 0.9400 7.3009 -1.037 0.561 -1.457
H 5.2906 0.8387 -0.6353 0.518 0.123 -0.132
H 5.2363 2.4580 -1.5483 0.886 -0.405 -0.041
H 4.1578 1.1550 -1.9443 -0.527 0.036 0.332
H 5.0036 3.6922 0.5826 -0.031 0.452 0.628
H 4.9940 2.1380 1.5021 0.625 0.165 0.116
H 2.3419 2.5506 1.9306 0.213 -0.151 -0.817
H 2.9498 4.2556 1.6277 -0.887 -0.259 -0.197
H 2.9103 3.9785 3.8260 -0.274 -0.293 0.172
H 4.7105 1.6122 3.5532 -0.021 0.038 -0.100
H 2.9667 1.4332 3.7238 -0.213 -0.312 0.082
H 3.2631 2.4556 6.1048 -0.472 -1.087 0.149
H 4.8108 2.8945 5.5619 -0.062 0.733 0.060
H 4.3599 0.6876 7.8940 -0.227 -0.005 -0.010
H 5.5406 1.9534 7.5659 0.370 -0.008 0.281
H 5.9972 0.1917 7.5311 0.115 0.200 -0.495
C -0.3646 -6.7996 4.3388 -0.068 -0.262 -0.560
O -0.6613 -7.3019 5.6040 0.500 -1.145 1.485
C -0.4781 -8.7227 5.8067 0.205 -0.005 0.681
C -0.5712 -9.0217 7.3698 -1.453 1.314 -0.367
N -1.1960 -10.3064 7.6910 0.659 -0.720 -1.956
C -0.3597 -11.3151 7.0186 -0.401 -2.443 0.597
C -0.7861 -12.8573 7.1552 -1.530 1.101 -1.018
O -1.5592 -13.3113 6.0447 -0.101 -0.563 -0.649
C -2.9288 -12.9094 5.9903 1.053 0.080 0.292
H -1.0530 -7.2409 3.6181 -0.015 0.003 -0.418
H 0.6598 -7.0123 4.0331 0.204 -0.128 -0.043
H -0.4926 -5.7172 4.3280 -0.085 -0.052 0.271
H 0.4327 -9.1674 5.4059 0.764 0.856 -0.106
H -1.2068 -9.2782 5.2163 -0.806 0.021 0.393
H -1.1974 -8.1743 7.6487 -0.435 -0.216 0.455
H 0.3276 -8.8551 7.9635 0.700 -0.113 -0.622
H -1.4433 -10.5372 8.6427 0.460 0.451 0.075
H 0.6815 -11.3908 7.3323 0.418 0.803 0.439
H -0.3230 -11.0720 5.9567 -0.157 -0.302 0.028
H -1.4053 -13.0409 8.0332 0.146 0.274 0.568
H 0.0294 -13.5804 7.1654 0.387 0.576 0.127
H -3.4764 -13.3444 6.8264 -0.100 0.327 0.379
H -3.4028 -13.3183 5.0980 0.397 0.124 -0.182
H -2.9125 -11.8196 5.9822 -0.721 0.077 0.114
C -3.6694 2.1378 -3.0807 0.105 -0.854 0.720
O -3.8563 2.5124 -4.4084 -0.074 1.448 -1.255
C -2.7716 3.3372 -4.8752 -0.175 -0.016 0.809
C -2.9715 3.8273 -6.2902 0.092 -0.477 -2.580
N -1.7504 4.2975 -7.0153 0.406 -1.975 2.748
C -1.8165 4.5704 -8.4223 0.644 0.365 -0.097
C -0.4067 4.8790 -9.0704 0.078 0.451 -0.214
O 0.3342 3.7905 -9.6335 0.270 -1.412 0.290
C 1.7604 3.9586 -9.8929 -1.249 0.731 -0.030
H -4.5750 1.6626 -2.7036 -0.072 -0.152 -0.278
H -3.4643 2.9263 -2.3566 0.196 0.443 -0.301
H -2.8550 1.4143 -3.0458 0.185 -0.145 0.383
H -1.8584 2.7687 -4.6992 0.371 -0.030 -0.521
H -2.6911 4.2209 -4.2422 -0.014 0.153 0.429
H -3.6843 4.6455 -6.3931 -0.608 -0.047 0.625
H -3.3565 3.0188 -6.9116 -0.260 -0.263 0.162
H -1.4446 5.0302 -6.3910 0.711 0.631 -0.928
H -2.5107 5.4062 -8.5093 0.252 0.692 -0.924
H -2.3066 3.7791 -8.9895 0.163 -0.455 0.287
H 0.2268 5.3936 -8.3479 -0.070 0.121 0.297
H -0.5841 5.5662 -9.8977 -0.136 0.334 -0.044
H 1.8557 4.9182 -10.4010 0.515 0.299 0.376
H 2.1989 3.2429 -10.5883 -1.018 -0.482 -0.208
H 2.3894 3.8262 -9.0126 -0.254 0.613 0.408
C 0.1017 7.4174 0.5617 0.224 -0.961 1.855
O -0.0869 7.4849 1.9852 -0.063 -0.527 0.996
C 0.1284 6.2473 2.7293 0.386 0.290 -0.403
C -0.7550 5.0485 2.4243 -0.356 -1.514 -1.262
N -0.0288 3.7553 2.3471 0.955 1.738 0.967
C -0.7818 2.5705 2.4901 -0.052 -1.273 1.790
C -1.5058 2.3748 3.8748 1.165 0.255 -2.139
O -2.7060 3.0448 3.8279 -3.403 0.350 1.476
C -3.5569 2.6937 4.9874 0.599 0.908 -1.039
H 1.1276 7.1361 0.3237 0.243 0.065 -0.081
H -0.1066 8.4278 0.2098 -0.428 -0.403 -0.352
H -0.5140 6.5587 0.2939 -0.250 0.574 -1.262
H 0.0026 6.4620 3.7905 0.168 0.546 -0.123
H 1.1528 5.9114 2.5688 0.295 0.089 -0.026
H -1.2194 5.1814 1.4472 -0.487 0.368 -0.163
H -1.5532 4.8516 3.1401 0.043 0.578 0.028
H 0.5810 3.6764 1.5459 -0.121 0.491 -0.239
H -0.0571 1.7617 2.5838 0.310 -0.269 -0.509
H -1.4145 2.3260 1.6369 -0.622 -0.065 0.016
H -0.9082 2.8138 4.6737 0.432 -0.529 0.137
H -1.6655 1.2981 3.9335 0.020 -0.190 0.563
H -3.9710 1.6919 4.8742 0.445 -0.249 0.157
H -4.4117 3.3624 5.0889 0.048 0.286 -0.705
H -3.0066 2.8844 5.9087 0.318 -0.612 0.091
C 0.9942 4.1935 -1.5486 -2.751 -3.716 1.244
O 1.0786 4.5053 -0.4045 0.770 2.072 3.412
N 1.2650 4.9203 -2.5736 1.121 2.331 -2.189
N 0.4070 2.9865 -1.8344 0.470 -0.512 -1.799
H 1.1729 4.5949 -3.5253 0.026 0.214 0.078
H 1.5609 5.8434 -2.2900 0.388 0.115 -0.805
H -0.1159 2.4373 -1.1673 0.508 -0.046 -0.025
H 0.8630 2.6249 -2.6599 -0.852 -1.038 0.004
C -4.4051 0.4437 1.4305 -0.674 0.621 -0.343
O -3.7513 -0.1135 2.2476 3.640 -2.412 3.638
N -4.4508 1.7282 1.3029 0.300 3.758 0.572
N -5.1610 -0.2462 0.6403 -2.760 -1.987 -2.978
H -5.1374 2.2627 0.7901 0.315 -0.410 -0.270
H -3.8366 2.2140 1.9408 -0.133 0.336 0.014
H -4.9745 -1.2363 0.5699 -0.481 0.387 -0.074
H -5.9316 0.2380 0.2024 0.137 -0.474 -0.477
C -0.8054 -0.2959 0.3919 1.363 -2.084 -0.790
O -1.5947 0.3398 -0.2235 -1.924 3.255 -1.590
N -1.1623 -1.1611 1.3080 -0.782 -1.879 2.333
N 0.4984 -0.4625 0.0744 1.677 0.845 -0.705
H -2.1015 -1.0737 1.6690 -0.091 -0.062 0.326
H -0.4334 -1.6837 1.7724 -0.370 0.209 0.409
H 0.9187 -1.3684 0.2252 0.287 0.524 0.162
H 0.9537 0.2688 -0.4529 0.077 -0.476 -0.091
C -1.5940 -2.8799 4.6665 1.112 -1.277 0.979
O -0.3952 -2.8922 4.9416 -0.027 0.305 -0.710
N -2.5100 -2.7117 5.6127 -0.765 1.142 2.174
N -2.1485 -3.3122 3.5431 0.191 -0.488 -2.835
H -3.4727 -2.4983 5.3945 0.262 0.050 0.285
H -2.0635 -2.3782 6.4551 -0.739 0.128 0.156
H -3.0876 -3.0477 3.2818 0.244 -0.014 0.001
H -1.5039 -3.5613 2.8065 -0.215 0.162 -0.060